No. 1
58
Properties=species:S:1:pos:R:3 method="wB97M-V/def2-TZVPD" total_energy_ev=-65095.7524 lumo_ev=0.015 gap_ev=9.62 de_lowest_kj_mol=315.0 total_charge=0 smiles="O=S1(=O)OCCO1.O=S1(=O)OCCO1.CC(N)=O.CC(N)=O.CC(N)=O.CC(N)=O"
C 22.404 3.983 -45.644
O 20.743 15.716 -37.499
H 21.105 8.847 -25.248
H 18.807 16.836 -36.943
H 21.336 7.469 -34.834
O 11.277 4.519 -34.872
C 20.667 8.692 -26.234
H 19.470 9.976 -28.376
S 20.481 7.328 -38.196
H 17.715 2.042 -28.361
C 14.178 4.203 -37.177
H 15.153 4.632 -37.406
C 20.748 7.085 -35.668
H 15.213 2.838 -35.832
H 21.097 2.347 -45.252
H 20.273 3.832 -45.507
N 19.464 0.935 -30.670
H 21.555 5.632 -44.752
H 16.562 1.539 -29.742
H 21.102 7.832 -26.744
C 21.068 9.929 -27.095
H 20.049 1.147 -31.466
H 19.263 13.686 -38.966
O 20.862 8.191 -39.247
H 20.681 5.998 -35.646
H 17.699 15.667 -37.787
H 17.875 0.432 -29.183
C 21.091 3.227 -45.896
O 21.516 7.216 -36.861
C 19.337 7.650 -35.816
S 12.747 4.391 -34.928
H 18.892 15.156 -40.015
H 20.662 11.274 -28.493
H 20.928 3.158 -46.972
C 17.542 1.466 -29.270
N 22.386 5.154 -45.069
N 18.600 16.060 -37.555
H 23.278 5.529 -44.777
H 19.635 8.373 -26.090
H 18.694 6.773 -35.749
O 22.201 10.404 -26.874
C 19.552 14.688 -39.284
O 19.555 8.178 -37.136
H 18.928 8.446 -35.193
O 13.452 4.712 -33.673
O 23.448 3.557 -45.957
H 13.958 1.951 -36.888
O 13.447 5.123 -36.242
O 13.150 2.901 -35.490
O 18.563 2.975 -30.942
C 14.273 2.864 -36.382
C 19.668 15.527 -38.038
H 20.568 14.694 -39.679
C 18.602 1.909 -30.358
O 20.027 6.000 -38.489
H 13.561 4.059 -38.065
N 20.239 10.507 -27.990
H 19.462 0.020 -30.243

***

No. 2
50
Properties=species:S:1:pos:R:3 method="wB97M-V/def2-TZVPD" total_energy_ev=-73189.0201 lumo_ev="-8.199 / -7.635" s2=4.088 gap_ev="6.67 / 7.30" de_lowest_kj_mol=93.5 total_charge=+2 multiplicity=4
H 3.757 2.605 -1.220
C 1.131 3.312 -1.478
H 5.211 -1.175 0.209
C 1.153 0.021 2.774
N -0.109 0.328 7.418
H 2.014 3.444 -2.098
C 0.364 -4.141 -1.742
C 1.090 1.956 -0.878
H 2.059 0.148 4.710
H 1.147 4.065 -0.685
C -2.228 1.313 -0.640
N -3.442 1.830 -0.796
H -1.430 -3.289 2.119
H -2.203 0.103 2.207
C -0.045 -0.009 2.074
H -0.404 -3.501 -2.172
H -1.239 -6.045 0.330
H 2.115 -0.007 2.290
H 0.235 3.486 -2.066
C 3.587 1.612 -0.831
H 5.672 1.112 -0.687
C -0.103 0.275 6.271
C 2.304 1.158 -0.618
H -3.543 2.816 -0.982
C -1.264 0.096 2.733
C -0.074 -3.523 0.528
H 0.426 -5.056 -2.319
C -1.277 0.198 4.116
N 2.071 -0.075 -0.125
N 0.025 -4.480 -0.349
C 4.656 0.772 -0.532
H -2.222 0.280 4.637
H 0.260 -3.228 2.591
C -0.085 0.196 4.833
H 0.472 -6.217 0.788
Mn 0.068 -0.480 0.111
C -0.212 -5.894 0.007
C 1.129 0.121 4.158
H 2.845 -1.863 0.541
H -0.036 -6.500 -0.874
H -0.502 -4.793 2.231
C 4.407 -0.496 -0.037
H 1.322 -3.628 -1.786
H -4.266 1.255 -0.770
N -0.018 1.381 -0.538
S -2.122 -0.433 -0.376
O 0.156 -2.314 0.149
N -1.177 2.076 -0.712
C -0.453 -3.749 1.950
C 3.094 -0.885 0.150

***

No. 3
10
Properties=species:S:1:pos:R:3 method="wB97M-V/def2-TZVPD" total_energy_ev=-6621.0132 lumo_ev=0.752 gap_ev=9.44 de_lowest_kj_mol=378.6 total_charge=0 smiles="[H]/N=C/NN=C"
H -1.029 -1.105 0.556
C 0.177 -0.231 2.078
C -0.381 -0.204 -1.343
N 0.432 0.332 0.944
H -0.655 -1.174 -1.938
N -0.132 -0.419 0.059
H -0.395 -1.122 2.679
N 0.052 0.815 -1.835
H 0.609 0.270 2.955
H 0.234 0.646 -2.839

***

No. 4
48
Properties=species:S:1:pos:R:3 method="wB97M-V/def2-TZVPD" total_energy_ev=-35334.4465 lumo_ev=2.563 gap_ev=9.76 total_charge=-1
H -0.290 0.277 -2.035
H 3.800 2.440 -1.670
O -0.741 -1.847 2.172
H -2.432 -1.138 1.851
H 4.383 -1.009 -0.120
O 1.302 4.258 0.442
O 0.052 0.411 1.115
O 4.023 1.642 -2.161
H -0.480 -2.681 1.870
O 0.887 1.851 -3.184
O -0.934 -4.264 0.670
O -3.913 -3.135 -0.148
H 3.701 0.168 0.817
H 4.139 0.921 -1.479
O -2.874 -1.211 -1.890
H -2.039 -1.066 -2.412
H 0.746 3.729 1.146
O 2.606 -2.406 -1.989
H 0.762 2.369 2.689
O 2.414 0.458 1.761
H -3.074 1.697 0.883
H -2.958 -0.434 -1.318
H 1.421 -1.256 0.029
H 2.010 0.308 -0.765
H 1.707 1.315 -3.021
H 1.785 -0.993 -3.215
C -0.687 0.463 0.106
H -1.531 -3.732 0.054
H -0.318 -1.192 1.598
H -3.834 -0.256 2.165
H 1.147 2.697 -2.799
O -3.783 1.718 1.561
H 1.808 -0.224 2.081
C 1.383 -0.644 -0.931
H -3.692 -2.362 0.402
H -0.669 -1.236 -1.262
O 0.017 2.978 2.437
H -3.420 2.219 2.295
H -0.514 2.361 1.902
C 1.948 -1.347 -2.115
O -3.441 -1.062 1.985
H -1.538 -4.445 1.480
H 0.686 4.326 -0.283
O 4.293 -0.001 0.015
C -0.112 -0.292 -1.139
O -1.722 1.094 -0.025
H -3.857 -2.672 -1.007
H 1.833 1.203 1.442

***

No. 5
9
Properties=species:S:1:pos:R:3 method="wB97M-V/def2-TZVPD" total_energy_ev=-54298.8665 lumo_ev="-1.180 / -1.114" s2=0.752 gap_ev="2.70 / 6.81" total_charge=0 multiplicity=2
C 0.851 0.443 -0.071
Li 1.709 -1.816 -3.352
Li -1.248 -0.271 -2.066
Cu 1.206 0.469 2.359
O -1.020 0.623 1.752
O -1.936 0.290 -0.305
O 0.838 -1.187 -1.862
C -1.156 0.578 0.561
C 1.145 -0.483 -0.861

***

No. 6
194
Properties=species:S:1:pos:R:3 method="wB97M-V/def2-TZVPD" total_energy_ev=-133606.2814 lumo_ev="-1.939 / -2.010" s2=8.754 gap_ev="8.34 / 8.27" total_charge=+1 multiplicity=6
H 5.470 -2.780 1.066
H -3.255 5.077 -3.010
C 2.722 2.846 4.490
C -0.357 -1.130 5.135
H -5.564 5.690 0.302
C 0.829 5.446 1.590
O 6.971 -1.426 0.972
O 1.754 -1.944 4.073
H -6.678 -1.656 -2.546
C -5.718 -2.172 -2.664
C 1.401 -1.078 -7.583
N 3.428 0.549 -4.442
H 4.932 3.783 -0.301
H -0.542 -0.197 -7.225
H -1.778 2.100 -1.269
H -0.525 3.850 1.322
N -1.244 -5.471 1.542
C 0.361 -6.785 0.287
C -3.737 6.463 -0.549
H -5.130 2.750 0.604
H -1.832 -4.961 4.087
H 3.992 -0.902 -2.277
H -3.788 2.743 1.789
C -1.587 -5.890 -0.865
H -1.261 0.806 1.205
H -4.986 4.788 -1.118
H 6.316 0.570 -4.943
C -2.550 -5.084 2.030
H -2.588 4.395 -4.434
C -2.138 3.250 -2.885
H 2.873 -3.120 5.357
C -3.288 -7.452 1.296
N -2.276 2.951 -1.570
H 1.719 -1.116 5.928
H -3.821 -8.380 1.583
C -6.069 -3.655 -2.585
H -6.215 -2.509 -0.394
H -6.238 -4.025 -1.547
H -5.093 -5.497 -3.376
H -2.805 0.931 0.268
C -1.843 -7.711 0.859
H 4.346 -1.107 -5.261
C 0.603 0.135 -1.379
H -3.847 -6.995 0.416
H 6.574 -0.921 -4.148
H -7.735 -4.697 -3.116
C 0.263 -0.673 -6.674
C -2.053 0.268 0.718
H 0.986 3.785 6.010
N 5.430 3.463 -1.101
C 2.889 6.865 1.951
H -1.498 -4.814 -1.016
H -4.812 -1.873 0.392
H -4.647 6.538 -2.397
C -1.449 -0.602 -0.397
H -3.371 -4.069 3.832
C -1.353 -1.874 -3.647
H -0.326 4.056 4.830
H 2.779 -1.539 2.432
H 6.250 2.882 -1.009
O -1.576 2.358 -3.551
H -0.612 -2.149 5.469
H 2.931 -0.984 0.907
H 1.431 7.080 4.533
H -3.977 -4.377 -2.588
H -2.733 6.054 -0.750
H 2.200 1.944 4.843
N 2.524 4.940 3.361
O 3.379 5.566 4.350
H -0.763 4.639 2.879
C 7.338 -0.518 -0.071
C -3.228 -6.387 2.438
H -3.602 -4.624 0.190
H 4.736 -0.016 1.715
H 1.545 5.036 0.840
O -1.092 -1.009 -4.727
O -3.851 4.422 0.608
C 4.008 -1.442 -3.256
H -1.273 -8.208 1.631
H -4.564 7.873 0.962
H 3.508 7.492 2.593
O 1.039 0.387 -2.624
H 3.343 4.805 -1.784
H -6.040 -0.785 -0.511
C -2.385 -4.310 3.411
H -4.587 -3.993 -4.131
H 0.604 -2.000 -5.033
H 3.593 6.364 1.241
C 0.902 3.278 2.783
H 6.222 -0.995 3.297
H -2.726 -3.400 0.849
H -1.661 -2.845 -4.104
H 1.185 -3.737 5.105
H 1.981 -2.331 -1.600
H 2.296 -3.837 3.784
F 2.570 1.001 -0.580
C -4.662 5.312 -0.174
C 2.296 -2.863 -2.489
N 3.606 4.085 -2.405
C -3.372 -4.226 1.139
N -0.948 -0.182 6.178
H -1.955 -8.360 0.010
H 8.411 -0.406 -0.140
H -2.676 -0.361 1.345
H -4.941 7.773 -1.527
H 0.168 6.133 1.101
C 4.458 -0.497 -4.352
H -2.640 -6.745 3.283
C -4.526 3.390 1.322
H -0.472 -1.949 -3.036
H 5.378 -2.518 3.445
H 3.234 3.280 5.369
H -2.270 -1.107 -0.944
H 3.468 2.525 3.707
H 7.143 -0.905 -1.090
C -0.232 -1.702 -5.654
H 5.325 -1.549 -0.202
H 3.327 4.319 -3.323
H 1.158 -1.865 -8.311
C 5.257 -1.460 3.246
H 0.921 1.288 -6.507
H -0.530 -1.371 2.953
F 0.936 0.967 0.898
C 2.061 -3.206 4.630
O -0.793 0.236 -1.397
H -3.354 6.811 1.548
H -5.431 -1.787 -3.655
N 0.780 0.527 -5.866
H -2.065 -1.145 3.846
H 2.348 7.570 1.267
F 1.003 2.451 -0.719
Mn -0.307 0.854 -4.069
O -4.745 -1.846 -1.726
H 2.171 -1.506 -6.961
H -0.717 0.765 5.924
H 0.875 -5.935 -0.144
O -0.362 -4.247 1.371
H -4.219 -3.792 1.618
H -0.548 -0.280 7.093
H 2.959 0.614 -3.526
H -5.121 3.846 2.150
H -2.693 3.511 -0.837
C 1.244 1.140 -0.406
O 2.660 -1.910 -3.508
H -7.468 -3.393 -4.134
H -2.611 -6.172 -1.122
H -1.832 -3.372 3.402
C 4.864 3.557 -2.346
N -2.638 4.387 -3.417
C 5.585 -1.745 0.856
H 6.777 0.442 0.058
C 1.157 -0.980 4.952
C -4.883 -4.454 -3.191
H 3.059 -3.584 -2.313
H -0.770 -2.533 -6.032
C -5.438 -1.724 -0.461
C 0.718 4.258 5.096
H 4.277 5.343 4.100
H 1.789 -0.246 -8.180
N -7.416 -3.726 -3.204
H 0.788 7.883 3.128
H -0.904 0.278 3.631
C 1.699 3.837 3.966
H -0.768 -1.341 0.032
H -1.046 -6.293 -1.697
H 0.844 5.284 5.407
H 0.313 -4.516 2.001
C -1.097 -6.432 0.488
H -2.916 8.155 0.501
H 3.963 1.405 -4.453
C 1.792 5.990 2.666
C -1.029 -0.827 3.776
O 5.476 3.143 -3.331
H -0.005 6.467 3.768
H 1.377 0.038 4.558
H -2.199 -1.503 -3.001
C 0.990 6.915 3.577
H 0.865 -0.894 -1.075
H 1.336 -3.288 -2.840
C 5.920 -0.066 -4.160
H 4.637 -1.078 4.066
H 0.342 2.387 3.109
C 4.683 -1.089 1.849
H 4.726 -2.293 -3.208
H 1.694 0.269 -5.473
N 3.359 -1.576 1.611
H 6.003 0.381 -3.160
H 0.408 -7.621 -0.408
H -4.273 -6.175 2.744
H 0.931 -7.084 1.169
C 0.018 4.279 2.154
H 1.557 2.927 1.983
N -4.175 7.136 -1.721
C -3.640 7.399 0.683

***

No. 7
10
Properties=species:S:1:pos:R:3 method="wB97M-V/def2-TZVPD" total_energy_ev=-21814.4570 lumo_ev=-0.868 gap_ev=9.19 de_lowest_kj_mol=258.3 total_charge=0
H 1.168 0.534 1.561
O -0.323 -1.246 -0.395
F 1.164 1.903 0.236
O -1.094 0.706 0.918
C 0.688 -0.339 -0.638
O -2.830 -0.626 -0.340
S -1.713 -0.762 0.527
H 1.580 -1.028 -0.782
H 0.486 0.286 -1.622
C 0.874 0.572 0.536

***

No. 8
16
Properties=species:S:1:pos:R:3 method="wB97M-V/def2-TZVPD" total_energy_ev=-9207.5097 lumo_ev=-4.124 gap_ev=9.76 de_lowest_kj_mol=396.7 total_charge=+1
N 1.935 -0.025 0.436
H 3.264 -1.306 0.745
N -0.564 -1.210 0.114
H 0.029 -1.973 0.545
H -2.135 -2.376 0.500
N 2.288 -1.129 0.682
H 0.048 3.078 -0.496
H -2.151 -1.669 -1.105
C 0.043 -0.077 -0.023
H 1.042 2.043 0.730
H 1.483 2.193 -0.939
H -2.533 -0.672 0.497
N -0.277 1.119 -0.454
C -1.938 -1.507 -0.097
C 0.666 2.209 -0.344
H -1.200 1.301 -0.792